## one
# C4H10N2

A molecular structure, C4H10N2 (the ωB97M-V functional and the def2-TZVPD basis, OMol25).

```
16
C4H10N2 the ωB97M-V functional and the def2-TZVPD basis
C -0.367 0.070 -1.672
C -0.202 1.014 -0.474
C -0.681 0.407 0.922
C 0.782 0.691 0.591
H -0.997 -0.900 -1.251
H -1.097 0.595 -2.502
H 0.794 -0.310 -2.106
H -0.459 2.108 -0.742
H -1.297 1.159 1.454
H -1.633 -1.316 0.361
H -0.325 -1.599 1.177
H 1.270 1.481 1.194
H 0.901 -1.505 0.125
H 2.673 -0.532 1.385
N -1.061 -0.944 1.203
N 1.699 -0.419 0.337
```

Calculated values
Highest occupied orbital energy in eV: -8.909
Kohn-Sham gap in eV: 9.267

Mulliken population analysis, charges in e, atoms 1 to 4: atom 1 (C): -0.9643, atom 2 (C): 0.0918, atom 3 (C): -0.4232, atom 4 (C): -0.1934



## two
# C4H10N2

A single C4H10N2 molecule (the ωB97M-V functional and the def2-TZVPD basis, OMol25).

```
16
C4H10N2 the ωB97M-V functional and the def2-TZVPD basis
C -0.435 -1.659 -0.152
C -1.210 -0.314 -0.212
C 1.068 0.639 -0.236
C -0.339 0.669 0.502
N -0.055 0.189 1.825
N 0.838 0.538 -1.680
H -0.066 -1.647 0.864
H -1.009 -2.540 -0.387
H 0.424 -1.491 -0.831
H -1.347 -0.022 -1.256
H -2.169 -0.316 0.356
H -0.757 1.689 0.392
H 0.180 1.012 2.387
H 1.745 1.460 0.110
H 1.537 1.056 -2.209
H 1.482 -0.304 0.148
```

Calculated values
Highest occupied orbital energy in eV: -7.973
Kohn-Sham gap in eV: 5.265

Mulliken population analysis, charges in e, atoms 1 to 4: atom 1 (C): -1.1966, atom 2 (C): -0.5316, atom 3 (C): -0.7879, atom 4 (C): 0.0848



Energies in hartree, measured from the most stable structure: one 0.0000; two 0.0102.



## one
# CH7NO2

3 unconnected molecules or ions with the total composition CH7NO2 (the ωB97M-V functional and the def2-TZVPD basis, OMol25).

```
11
CH7NO2 the ωB97M-V functional and the def2-TZVPD basis
C -4.069 -1.699 -0.354
N -3.179 -1.617 0.571
H -3.734 -1.689 -1.396
H -4.966 -2.277 -0.077
H -3.198 -2.482 1.115
H 1.919 -0.278 -2.709
H 1.192 -1.451 -3.219
O 1.017 -0.571 -2.893
H 5.599 3.739 3.400
H 4.730 4.303 2.320
O 4.689 4.022 3.243
```

Calculated values
Highest occupied orbital energy in eV: -9.164
Kohn-Sham gap in eV: 9.889

Mulliken population analysis, charges in e, atoms 1 to 4: atom 1 (C): -0.2257, atom 2 (N): -0.4689, atom 3 (H): 0.2236, atom 4 (H): 0.2229



## two
# CH7NO2

3 unconnected molecules or ions with the total composition CH7NO2 (the ωB97M-V functional and the def2-TZVPD basis, OMol25).

```
11
CH7NO2 the ωB97M-V functional and the def2-TZVPD basis
C -1.381 2.003 1.509
N -1.935 2.012 0.355
H -1.742 1.300 2.259
H -0.373 2.370 1.716
H -1.261 2.542 -0.209
H 1.366 -2.098 -2.212
H 2.258 -1.482 -3.273
O 1.842 -1.290 -2.435
H 0.789 -1.131 0.498
H -0.212 -2.268 0.790
O 0.648 -1.958 1.001
```

Calculated values
Highest occupied orbital energy in eV: -10.611
Kohn-Sham gap in eV: 11.312

Mulliken population analysis, charges in e, atoms 1 to 4: atom 1 (C): -0.2584, atom 2 (N): -0.4720, atom 3 (H): 0.2458, atom 4 (H): 0.2233



Energies in hartree, measured from the most stable structure: one 0.0450; two 0.0000.



## one
# C2H14NO4S

5 unconnected molecules or ions with the total composition C2H14NO4S (the ωB97M-V functional and the def2-TZVPD basis, OMol25).

```
22
C2H14NO4S the ωB97M-V functional and the def2-TZVPD basis
C -1.468 0.151 0.994
C -1.412 -1.323 0.458
S 0.266 -2.120 0.529
N -0.200 0.913 0.738
H -1.673 0.289 2.053
H -2.229 0.784 0.424
H -1.545 -1.192 -0.596
H -2.181 -1.969 0.820
H 0.250 0.801 -0.171
H 0.552 0.438 1.251
H 3.492 -0.753 0.396
H 2.772 -1.532 -0.667
O 3.504 -0.914 -0.550
H 0.214 -1.140 -1.678
H 1.228 -0.299 -2.413
O 0.406 -0.206 -1.920
H -2.085 1.305 -2.203
H -1.986 -0.194 -2.083
O -2.377 0.569 -1.655
H 0.840 2.533 2.276
H 1.856 1.530 1.737
O 1.778 2.327 2.260
```

Calculated values
Highest occupied orbital energy in eV: -3.168
Kohn-Sham gap in eV: 6.484
Net charge: -1

Mulliken population analysis, charges in e, atoms 1 to 4: atom 1 (C): -0.5084, atom 2 (C): -0.3334, atom 3 (S): -0.6568, atom 4 (N): -0.5972



## two
# C2H14NO4S

5 unconnected molecules or ions with the total composition C2H14NO4S (the ωB97M-V functional and the def2-TZVPD basis, OMol25).

```
22
C2H14NO4S the ωB97M-V functional and the def2-TZVPD basis
C -0.603 -0.360 0.683
C -1.082 0.302 2.001
S 0.300 0.011 3.163
N 0.065 -1.680 1.001
H 0.175 0.288 0.110
H -1.504 -0.682 0.127
H -2.135 -0.112 2.361
H -1.355 1.333 1.678
H -0.459 -2.150 1.820
H 0.927 -1.637 1.428
H -1.344 2.568 0.674
H -1.022 3.369 -0.603
O -1.727 2.988 -0.221
H 0.084 -1.682 -2.785
H 0.637 -0.474 -3.466
O 0.084 -1.109 -3.577
H 2.559 2.339 0.452
H 0.949 2.059 0.061
O 1.878 2.121 -0.334
H 0.796 -2.718 -0.959
H 1.713 -2.044 -1.689
O 1.066 -2.732 -1.925
```

Calculated values
Highest occupied orbital energy in eV: -3.125
Kohn-Sham gap in eV: 6.211
Net charge: -1

Mulliken population analysis, charges in e, atoms 1 to 4: atom 1 (C): 0.0693, atom 2 (C): -0.4877, atom 3 (S): -0.6217, atom 4 (N): -0.7060



Energies in hartree, measured from the most stable structure: one 0.0000; two 0.0632.



## one
# C6H13N3

A molecular structure, C6H13N3 (the ωB97M-V functional and the def2-TZVPD basis, OMol25).

```
22
C6H13N3 the ωB97M-V functional and the def2-TZVPD basis
C -1.804 -1.200 -1.157
C -2.075 0.003 -0.015
C -0.230 1.376 0.629
C 0.881 0.804 -0.355
C 1.672 -0.885 1.070
C 2.606 -0.767 -0.123
H -2.775 -1.726 -1.474
H -1.054 -1.853 -0.500
H -1.320 -0.709 -2.253
H -3.156 -0.018 0.864
H -2.514 0.925 -0.652
H -1.677 0.321 2.061
H 0.252 1.792 1.469
H -0.821 2.077 -0.083
H 0.836 2.261 -1.518
H 1.258 -1.858 1.492
H 1.740 0.165 1.573
H 3.469 -0.005 -0.122
H 3.207 -1.752 -0.505
N -1.090 0.185 1.177
N 1.425 1.506 -1.191
N 1.171 -0.642 -0.385
```

Calculated values
Highest occupied orbital energy in eV: -9.104
Kohn-Sham gap in eV: 9.954

Mulliken population analysis, charges in e, atoms 1 to 4: atom 1 (C): -0.7565, atom 2 (C): -0.4014, atom 3 (C): -0.9978, atom 4 (C): 0.4488



## two
# C6H13N3

A single C6H13N3 molecule (the ωB97M-V functional and the def2-TZVPD basis, OMol25).

```
22
C6H13N3 the ωB97M-V functional and the def2-TZVPD basis
C -1.270 -1.069 -1.189
C -1.711 -0.218 1.031
C 1.193 -0.807 1.631
N -0.748 -0.272 -0.074
C -0.267 1.090 -0.544
C 1.083 0.782 -0.442
N 2.209 1.511 -0.860
C 0.984 -0.551 0.157
N -1.152 1.943 -0.922
H 3.131 1.103 -0.926
H 2.125 2.029 -1.731
H -0.725 2.823 -1.193
H 1.382 -1.394 -0.434
H -1.507 -2.079 -0.853
H -0.522 -1.105 -1.979
H -2.165 -0.586 -1.585
H -2.656 0.188 0.667
H -1.870 -1.218 1.436
H -1.335 0.444 1.806
H 2.267 -0.899 1.808
H 0.830 0.024 2.234
H 0.724 -1.737 1.961
```

Calculated values
Highest occupied orbital energy in eV: -5.674
Kohn-Sham gap in eV: 6.456

Mulliken population analysis, charges in e, atoms 1 to 4: atom 1 (C): -1.0959, atom 2 (C): -1.0591, atom 3 (C): -1.4658, atom 4 (N): 0.3855



## three
# C6H13N3

A molecular structure, C6H13N3 (the ωB97M-V functional and the def2-TZVPD basis, OMol25).

```
22
C6H13N3 the ωB97M-V functional and the def2-TZVPD basis
C 1.474 2.065 0.667
C 1.534 0.999 -0.587
C 0.548 -0.062 -0.403
C -0.899 0.267 -0.379
C -1.703 -0.617 0.409
C 2.248 -1.964 -0.040
H 2.624 2.681 0.723
H 0.435 2.483 0.555
H 1.535 1.109 1.676
H 1.317 1.546 -1.683
H 2.674 0.577 -0.591
H -1.378 1.180 -0.536
H -1.252 -1.479 0.685
H -3.476 -1.331 1.240
H -3.956 1.187 -0.105
H -3.590 -0.004 -1.516
H 1.950 -2.920 0.356
H 3.194 -1.445 0.467
H 2.626 -2.579 -0.965
N -2.970 -0.561 0.611
N -3.821 0.148 -0.554
N 0.883 -1.283 -0.031
```

Calculated values
Highest occupied orbital energy in eV: -7.461
Kohn-Sham gap in eV: 8.161

Mulliken population analysis, charges in e, atoms 1 to 4: atom 1 (C): -0.7656, atom 2 (C): -0.5596, atom 3 (C): 0.8133, atom 4 (C): -0.9968



## four
# C6H13N3

A single C6H13N3 molecule (the ωB97M-V functional and the def2-TZVPD basis, OMol25).

```
22
C6H13N3 the ωB97M-V functional and the def2-TZVPD basis
C -1.367 1.503 -1.609
C 0.819 -2.001 0.614
C -1.465 -0.925 0.680
C 0.617 0.512 0.982
C -0.115 1.044 -0.918
C 0.029 -0.722 0.570
N 1.670 0.610 1.857
N 0.859 0.567 -1.819
N 0.152 1.568 0.323
H 1.986 1.548 2.052
H 1.678 -0.021 2.644
H 1.744 0.352 -1.379
H 0.984 1.178 -2.620
H -1.154 1.983 -2.570
H -1.910 2.201 -0.975
H -2.007 0.638 -1.807
H 0.558 -2.622 -0.251
H 1.896 -1.826 0.582
H -1.864 -1.430 -0.207
H -2.006 0.013 0.803
H -1.706 -1.567 1.540
H 0.603 -2.605 1.507
```

Calculated values
Highest occupied orbital energy in eV: -6.793
Kohn-Sham gap in eV: 7.691

Mulliken population analysis, charges in e, atoms 1 to 4: atom 1 (C): -1.4972, atom 2 (C): -1.7364, atom 3 (C): -1.4421, atom 4 (C): 0.1065



Energies in hartree, measured from the most stable structure: one 0.1936; two 0.0491; three 0.2103; four 0.0000.



## one
# C4H9FS

A single C4H9FS molecule (the ωB97M-V functional and the def2-TZVPD basis, OMol25).

```
15
C4H9FS the ωB97M-V functional and the def2-TZVPD basis
C 0.099 -1.284 -0.884
C 0.213 0.228 -0.783
C -0.429 0.705 0.469
C 0.126 0.025 1.681
H 0.805 -1.858 -0.159
H 0.450 -1.567 -1.846
H -0.864 -1.646 -0.685
H 1.353 0.348 -0.727
H -0.697 2.191 -1.678
H -0.259 1.750 0.595
H -1.515 0.579 0.417
H -0.307 -0.974 1.852
H -0.049 0.664 2.602
F 1.480 -0.223 1.439
S -0.409 1.062 -2.293
```

Calculated values
Highest occupied orbital energy in eV: -9.073
Kohn-Sham gap in eV: 10.005

Mulliken population analysis, charges in e, atoms 1 to 4: atom 1 (C): -1.3854, atom 2 (C): 0.3856, atom 3 (C): -0.8525, atom 4 (C): -0.3419



## two
# C4H9FS

A single C4H9FS molecule (the ωB97M-V functional and the def2-TZVPD basis, OMol25).

```
15
C4H9FS the ωB97M-V functional and the def2-TZVPD basis
C 1.185 1.560 -0.276
C 0.433 0.287 -0.620
C -1.055 0.482 -0.223
C -1.904 -0.768 -0.512
H 2.270 1.523 -0.520
H 0.867 2.425 -0.835
H 1.198 1.846 0.805
H 0.501 0.014 -1.650
H 0.903 -0.833 1.387
H -1.493 1.414 -0.750
H -1.485 -1.644 0.004
H -1.983 -0.991 -1.598
H -2.917 -0.661 -0.080
F -1.046 0.662 1.157
S 1.225 -1.151 0.164
```

Calculated values
Highest occupied orbital energy in eV: -9.120
Kohn-Sham gap in eV: 10.058

Mulliken population analysis, charges in e, atoms 1 to 4: atom 1 (C): -1.2626, atom 2 (C): -0.0406, atom 3 (C): 0.3200, atom 4 (C): -1.2694



Energies in hartree, measured from the most stable structure: one 0.0169; two 0.0000.



## one
# C3H6N4O2

A single C3H6N4O2 molecule (the ωB97M-V functional and the def2-TZVPD basis, OMol25).

```
15
C3H6N4O2 the ωB97M-V functional and the def2-TZVPD basis
C 1.664 -0.133 0.247
C -1.223 0.405 0.171
C -1.135 -0.265 -1.182
H 3.152 1.160 0.439
H 3.741 -0.385 0.610
H 1.909 -1.934 0.428
H -2.988 -0.550 0.419
H -2.491 0.424 1.763
H -0.258 -0.062 -1.827
N 3.004 0.217 0.151
N 1.146 -1.265 0.414
N -0.280 0.966 0.817
N -2.445 0.260 0.751
O 0.931 0.988 0.047
O -2.041 -0.982 -1.569
```

Calculated values
Highest occupied orbital energy in eV: -9.630
Kohn-Sham gap in eV: 9.707

Mulliken population analysis, charges in e, atoms 1 to 4: atom 1 (C): 0.5902, atom 2 (C): 0.5929, atom 3 (C): 0.1312, atom 4 (H): 0.2637



## two
# C3H6N4O2

A single C3H6N4O2 molecule (the ωB97M-V functional and the def2-TZVPD basis, OMol25).

```
15
C3H6N4O2 the ωB97M-V functional and the def2-TZVPD basis
C -1.080 -0.725 0.041
C 0.071 -1.491 0.025
C 0.740 0.698 -0.047
H -2.602 -2.010 -0.246
H -2.982 -0.309 -0.194
H 0.180 -2.557 -0.202
H 2.832 -0.063 0.238
H -1.293 2.133 0.887
H -1.286 2.374 -0.698
N -2.379 -1.083 0.090
N 1.135 -0.637 -0.063
N -0.643 0.563 -0.065
N -1.581 1.657 0.011
O 2.452 -0.926 0.032
O 1.428 1.681 0.005
```

Calculated values
Highest occupied orbital energy in eV: -7.041
Kohn-Sham gap in eV: 7.751

Mulliken population analysis, charges in e, atoms 1 to 4: atom 1 (C): 0.4981, atom 2 (C): -0.6782, atom 3 (C): 0.3952, atom 4 (H): 0.2368



Energies in hartree, measured from the most stable structure: one 0.0000; two 0.0198.